1.
This record from OMol25 describes a single CH2N4O molecule at a distorted geometry. The level of theory is ωB97M-V/def2-TZVPD.

Last column: natural (NBO) charge in e.
Positions of all 8 atoms, in Å:
O (1.937, -0.110, -0.008)  -0.625
C (0.626, -0.089, -0.061)  0.572
N (-0.140, -1.178, -0.073)  -0.332
N (-1.414, -0.621, 0.103)  -0.059
N (-1.392, 0.635, 0.049)  -0.071
N (-0.142, 0.972, -0.105)  -0.401
H (2.293, 0.753, 0.734)  0.495
H (0.081, 1.995, -0.128)  0.421

Cartesian forces, eV/Å:
2.9 4.2 3.1
-0.5 -2.7 -0.3
-0.5 2.0 1.3
0.2 -2.0 -1.0
-1.7 0.0 0.2
1.3 4.3 0.2
-1.6 -4.1 -3.5
-0.1 -1.7 0.0

Properties
Highest occupied orbital energy, Ha: -0.3810
SMILES string: Oc1nnn[nH]1

2.
This record from OMol25 describes an isolated ion of composition C5H4N2O4P and charge -1 at a distorted geometry. The level of theory is ωB97M-V/def2-TZVPD.

Last column: natural (NBO) charge in e.
Positions of all 16 atoms, in Å:
O (0.219, 2.208, -0.459)  -0.730
C (-0.410, 1.099, -0.235)  0.390
C (-1.827, 1.181, -0.175)  -0.295
C (-2.557, 0.062, 0.001)  -0.232
C (-1.992, -1.227, 0.139)  -0.076
N (-0.696, -1.344, -0.024)  -0.419
C (0.095, -0.317, -0.232)  -0.360
P (1.765, -0.878, 0.123)  1.785
O (2.222, -2.072, -0.526)  -1.052
N (3.059, 0.440, -0.077)  0.314
O (3.370, 1.074, 0.883)  -0.390
O (3.588, 0.526, -1.156)  -0.388
H (-2.271, 2.171, -0.060)  0.211
H (-3.633, 0.055, 0.134)  0.189
H (-2.635, -2.283, 0.195)  0.168
H (1.704, -0.694, 1.469)  -0.116

Cartesian forces, eV/Å:
0.0 -2.7 0.9
1.5 1.6 -1.8
-0.2 0.0 0.9
-1.6 -1.8 0.7
-1.0 -1.9 -0.9
0.1 -1.5 0.4
0.0 2.9 0.2
-2.0 2.3 -0.3
1.1 -2.1 -0.6
-0.6 -0.6 -1.1
0.3 0.9 1.7
0.2 0.0 -0.8
0.1 -0.2 -0.5
-0.2 0.5 -0.1
1.6 3.1 0.0
0.6 -0.5 1.2

Properties
Highest occupied orbital energy, Ha: -0.1490
Charge: -1
SMILES string: O=C1C=CC=NC1=[P@@H]([O-])[N+](=O)[O-]

3.
This record from OMol25 describes C29H47BeBrCaFN2O14V as an isolated structure at a distorted geometry. The level of theory is ωB97M-V/def2-TZVPD.

Last column: Löwdin charge in e.
Positions of all 97 atoms, in Å:
C (-0.986, 2.675, -1.212)  0.171
C (-0.771, 1.815, -0.419)  -0.106
C (-0.536, 0.805, 0.604)  -0.106
N (0.061, -0.414, 0.008)  0.043
C (0.459, -1.433, 1.039)  -0.133
C (-0.583, -2.478, 1.361)  -0.059
C (-0.625, -0.880, -1.024)  -0.579
O (0.065, -1.561, -1.902)  -0.334
O (-1.879, -0.665, -1.205)  0.049
C (-2.218, -0.247, -2.593)  -0.090
C (-3.571, 0.427, -2.618)  -0.185
C (-4.723, -0.520, -2.926)  -0.191
C (-4.924, -1.641, -1.935)  -0.482
O (-4.441, -2.714, -2.163)  0.133
O (-5.694, -1.457, -0.839)  0.004
C (-5.032, -0.793, 0.245)  -0.201
C (-4.146, -1.724, 1.036)  -0.071
H (-1.318, 3.447, -1.860)  0.060
H (-1.433, 0.621, 1.192)  0.146
H (0.224, 1.225, 1.262)  0.147
H (0.660, -0.866, 1.941)  0.131
H (1.407, -1.878, 0.757)  0.131
H (-1.462, -2.072, 1.849)  0.072
H (-0.128, -3.143, 2.094)  0.097
H (-0.841, -3.117, 0.524)  0.033
H (-2.146, -1.079, -3.287)  0.113
H (-1.472, 0.484, -2.882)  0.125
H (-3.723, 0.998, -1.710)  0.111
H (-3.517, 1.137, -3.446)  0.092
H (-4.618, -0.953, -3.916)  0.109
H (-5.674, 0.100, -2.959)  -0.104
H (-5.793, -0.409, 0.917)  0.128
H (-4.481, 0.086, -0.083)  0.104
H (-3.925, -1.266, 1.999)  0.034
H (-3.191, -1.912, 0.556)  0.038
H (-4.643, -2.674, 1.208)  0.095
O (2.534, 3.086, -0.573)  -0.289
H (1.732, 2.593, -0.364)  -0.123
O (5.775, 4.553, 1.295)  -0.550
V (4.163, 4.665, 1.695)  1.167
O (2.630, 5.078, 2.086)  -0.406
Be (-6.200, 1.514, -3.853)  0.425
C (7.952, 5.186, 3.743)  -0.085
O (7.477, 5.528, 5.043)  -0.170
C (6.883, 4.440, 5.733)  -0.177
C (7.847, 3.864, 6.728)  -0.112
O (8.984, 3.274, 6.017)  -0.232
C (10.104, 4.098, 5.984)  -0.199
H (8.586, 5.999, 3.394)  0.103
H (8.539, 4.255, 3.754)  0.069
H (7.120, 5.057, 3.057)  0.050
H (6.534, 3.673, 5.036)  0.143
H (6.012, 4.821, 6.271)  0.151
H (7.370, 3.067, 7.297)  0.142
H (8.188, 4.621, 7.436)  0.144
H (10.630, 4.077, 6.957)  0.132
H (9.901, 5.135, 5.707)  0.136
H (10.751, 3.685, 5.208)  -0.058
Br (-0.660, -3.318, -2.256)  0.973
F (2.944, 2.894, 3.478)  -0.610
C (-5.512, -4.876, 4.994)  -0.109
C (-6.439, -3.801, 5.549)  -0.256
C (-6.601, -2.605, 4.602)  -0.179
C (-5.314, -1.956, 4.358)  -0.223
N (-4.301, -1.452, 4.174)  0.153
H (-4.499, -4.495, 4.852)  0.068
H (-5.450, -5.717, 5.683)  0.075
H (-5.875, -5.251, 4.035)  0.077
H (-6.054, -3.456, 6.510)  0.113
H (-7.422, -4.234, 5.735)  0.111
H (-7.281, -1.870, 5.031)  0.122
H (-7.014, -2.929, 3.645)  0.121
C (2.606, 0.386, -3.223)  -0.045
O (4.029, 0.304, -3.260)  0.009
C (4.611, 1.348, -3.854)  -0.621
O (4.044, 2.288, -4.336)  0.136
O (5.930, 1.160, -3.823)  0.002
C (6.679, 2.212, -4.435)  -0.041
H (2.251, -0.512, -2.725)  0.072
H (2.288, 1.261, -2.653)  0.083
H (2.196, 0.416, -4.232)  0.101
H (6.506, 3.155, -3.920)  0.098
H (6.423, 2.305, -5.488)  0.099
H (7.727, 1.942, -4.345)  0.090
Ca (11.341, 2.040, 5.133)  1.794
C (-5.775, -3.465, -6.443)  0.031
C (-4.601, -3.403, -5.823)  0.014
C (-3.336, -3.702, -6.539)  -0.386
O (-2.266, -3.646, -5.968)  0.079
C (-3.427, -4.072, -7.972)  0.020
C (-4.601, -4.134, -8.595)  0.029
C (-5.870, -3.834, -7.881)  -0.381
O (-6.938, -3.887, -8.445)  0.124
H (-6.711, -3.253, -5.940)  0.125
H (-4.508, -3.139, -4.775)  0.094
H (-2.492, -4.285, -8.473)  0.123
H (-4.690, -4.401, -9.640)  0.126

Cartesian forces, eV/Å:
-0.5 0.4 -0.3
-0.2 -0.5 0.4
0.7 0.7 0.0
-1.8 0.0 0.9
1.0 0.0 0.1
0.2 -0.2 0.3
0.4 -0.5 -0.1
-0.1 -1.9 0.0
0.2 0.8 -0.4
-0.2 0.5 -0.6
0.1 -0.6 -0.3
-1.0 0.5 0.9
0.3 -0.5 -0.3
0.2 -0.5 -0.1
-0.1 0.6 -0.2
0.0 0.1 0.8
0.3 0.2 0.0
0.3 0.2 -0.2
-0.1 -0.3 0.0
0.1 -0.2 0.2
0.1 0.3 0.0
0.0 -0.1 -0.3
-0.2 0.1 -0.2
0.1 -0.1 0.1
-0.2 0.1 -0.2
-0.1 -0.4 0.2
0.3 0.0 0.2
0.0 0.2 0.1
-0.1 0.2 0.0
0.1 -0.1 -0.1
0.9 -1.1 0.4
-0.4 -0.1 -0.2
0.1 0.0 -0.2
-0.1 0.0 0.0
-0.1 -0.2 -0.3
-0.1 -0.1 0.1
1.1 0.6 0.5
-0.1 0.2 0.5
0.2 1.7 0.5
-4.4 -5.9 0.3
1.6 2.2 -0.5
-0.7 1.2 -0.7
-0.1 0.2 0.1
0.5 -0.3 0.1
-0.1 0.4 -0.3
-0.8 -0.2 0.2
1.1 -0.7 -0.3
-0.8 0.7 1.2
-0.1 0.1 0.0
0.0 0.0 0.0
0.0 -0.1 -0.3
0.0 0.0 0.0
0.0 -0.1 0.0
0.1 -0.1 -0.1
0.3 0.0 -0.1
0.3 0.1 -0.2
0.0 0.0 -0.2
-0.3 2.6 -0.5
0.3 1.2 -0.2
1.6 1.0 -1.2
0.0 0.0 0.0
0.1 -0.2 0.0
0.0 -0.2 0.2
-0.2 0.1 0.0
0.2 0.1 0.1
0.0 0.0 0.0
0.0 0.0 0.0
0.0 0.0 0.0
-0.1 0.1 0.0
-0.1 0.1 0.0
0.0 0.1 -0.1
0.0 0.0 0.0
-0.3 0.0 0.1
0.0 -0.1 0.0
0.0 0.0 0.1
0.0 0.0 -0.1
0.1 0.0 0.0
0.2 0.1 0.0
0.2 -0.1 0.0
0.1 0.1 -0.1
0.0 0.1 0.0
-0.1 0.0 -0.1
-0.1 0.1 0.0
0.0 -0.1 0.1
-0.1 -2.5 0.1
0.0 0.0 0.0
0.0 0.0 0.0
0.0 0.0 0.0
0.1 0.1 0.1
0.0 0.0 0.0
0.0 0.0 0.0
0.0 0.0 0.0
0.0 0.0 0.0
0.0 0.0 0.0
0.0 -0.1 0.0
0.0 0.0 0.0
0.0 0.0 0.0

Properties
Highest occupied orbital energy, Ha: -0.3827
Charge: +2

4.
This record from OMol25 describes C9H4F12MnNO6S3Sb as an isolated structure. The level of theory is ωB97M-V/def2-TZVPD.

Last column: Löwdin spin population.
Positions of all 37 atoms, in Å:
Mn (-0.970, -0.082, -0.179)  3.855
O (-0.778, -3.900, -0.972)  0.024
C (-0.422, -2.758, -1.021)  0.013
O (-1.242, -1.765, -0.701)  0.002
C (0.970, -2.421, -1.509)  0.087
C (1.873, -3.461, -1.481)  0.001
C (3.151, -3.322, -2.020)  0.151
C (3.531, -2.138, -2.650)  -0.006
C (2.646, -1.089, -2.704)  0.108
C (1.369, -1.182, -2.090)  0.095
S (0.472, 0.260, -2.088)  0.495
H (1.553, -4.397, -1.046)  -0.002
H (3.841, -4.153, -1.969)  0.008
H (4.513, -2.043, -3.090)  -0.003
H (2.919, -0.156, -3.178)  0.002
F (-1.686, 4.292, -1.250)  0.000
C (-2.385, 3.212, -1.559)  0.001
F (-3.586, 3.548, -1.977)  0.000
F (-1.750, 2.531, -2.513)  0.002
S (-2.491, 2.159, -0.041)  0.008
O (-1.052, 1.873, 0.231)  0.014
O (-3.244, 2.877, 0.914)  0.001
N (-2.925, 0.701, -0.484)  0.041
S (-4.455, 0.234, -0.864)  0.005
O (-5.298, 1.380, -0.949)  0.004
O (-4.364, -0.741, -1.891)  0.000
C (-4.904, -0.669, 0.685)  0.001
F (-6.136, -1.135, 0.550)  0.000
F (-4.061, -1.674, 0.879)  0.000
F (-4.848, 0.162, 1.717)  0.000
F (0.874, -0.497, 0.858)  0.053
Sb (0.313, -1.013, 2.687)  0.001
F (2.070, -1.392, 3.173)  0.001
F (0.481, 0.785, 3.150)  0.000
F (-0.520, -1.473, 4.280)  0.001
F (-1.398, -0.516, 1.834)  0.036
F (0.079, -2.708, 1.938)  0.000

Cartesian forces, eV/Å:
0.0 -0.1 0.0
0.0 0.0 0.0
0.1 -0.1 0.0
0.0 0.1 0.0
0.0 0.0 0.0
0.0 0.0 0.0
0.0 0.0 0.0
0.0 0.0 0.0
0.0 0.0 0.0
0.0 0.0 0.0
0.0 -0.1 0.0
0.0 0.0 0.0
0.0 0.0 0.0
0.0 0.0 0.0
0.0 0.0 0.0
0.0 0.0 0.0
0.0 0.0 0.0
0.0 0.0 0.0
0.0 0.0 0.0
-0.2 -0.1 0.1
0.1 0.0 0.1
0.0 0.0 0.0
0.0 0.2 -0.1
0.0 0.0 0.1
0.0 0.0 0.0
0.0 0.0 0.0
0.1 0.0 0.0
-0.1 0.0 0.0
0.0 0.1 0.0
0.0 0.0 0.0
0.0 0.2 0.0
0.1 0.0 0.1
0.0 0.0 0.0
0.0 0.0 0.0
0.0 0.0 0.0
0.0 0.0 0.0
0.0 -0.1 0.0

Properties
Highest occupied orbital energy (alpha / beta), Ha: -0.3862 / -0.4074
Multiplicity: 6
⟨S²⟩: 8.84